Entry 1:
The following is a quantum chemistry calculation of C4H12N4O in the gas phase in a non-equilibrium geometry, from the Open Molecules 2025 dataset.

Each line ends with the Mulliken charge.
CARTESIAN COORDINATES (ANGSTROEM)
H1 0.72299 -1.69108 -0.07220  0.254
O1 0.90257 0.63480 -0.60629  -0.446
N1 -0.18978 -1.28370 -0.21922  -0.240
H2 2.91320 0.73116 0.79173  0.330
H3 2.31949 2.01525 1.86485  0.383
H4 -0.97852 -2.42906 1.32369  0.321
H5 1.98382 0.30913 2.24930  0.285
H6 0.18391 -1.38345 -2.67109  0.197
N2 -0.26866 1.69551 1.10180  -0.680
N3 -0.04809 -0.44197 -2.38405  -0.496
C1 -1.34033 -1.80534 0.50176  -0.919
H7 -1.93561 -0.98902 0.91646  0.286
H8 -1.42752 1.32979 -0.16421  0.286
H9 -2.18292 0.58138 -1.57918  0.134
H10 -1.93921 -2.42165 -0.17156  0.267
N4 -1.41809 0.64081 -0.92385  -0.397
H11 0.11994 0.29653 -3.05492  0.186
C2 0.79627 1.09716 0.68990  0.844
C3 -0.22736 -0.09594 -1.02824  0.415
C4 2.08778 1.03678 1.43867  -1.244
H12 -0.07388 2.17290 1.99667  0.232

## Properties
Frontier orbital gap (eV): 9.337
Energy relative to the best compared isomer or geometry (same formula, charge and spin) (kcal per mole): 36.00
HOMO (eV): -8.40
E_tot (Eh): -453.84481
SMILES: [H]/N=C(\C)OC(N)(N)NC
Spin multiplicity: 1

Entry 2:
The following is a quantum chemistry calculation of C4H12N6S2 in the gas phase in a non-equilibrium geometry, from the Open Molecules 2025 dataset.

Each line ends with the Mulliken charge.
CARTESIAN COORDINATES (ANGSTROEM)
N1 1.23894 1.76656 0.35921  -0.104
H1 0.12430 -2.39548 0.23157  0.373
H2 -1.03039 0.76714 1.60434  0.175
H3 0.88499 -1.05533 2.11681  0.144
N2 0.67326 2.86354 -0.51275  -0.614
N3 -0.75796 -0.11089 1.26195  0.111
S1 2.67350 -0.45274 0.55711  -0.315
N4 0.83490 0.20964 -1.46692  -0.190
H4 1.09507 2.91450 -1.51486  0.283
H5 0.23524 -1.29572 -2.62491  0.562
C1 1.43514 0.47316 -0.26653  -0.075
H6 -0.03241 0.82689 -1.56163  0.407
H7 -0.39584 2.81493 -0.37960  0.288
H8 1.63622 -1.78504 -1.78741  0.348
C2 -1.70593 -0.29981 0.24889  -0.032
C3 0.64154 -1.26333 -1.67807  -0.997
H9 -0.56214 -1.17000 3.08933  0.245
N5 -1.51892 -1.38369 -0.64354  -0.185
N6 -0.22318 -1.09634 2.12651  -0.575
C4 -0.24833 -2.10718 -0.72006  -0.378
H10 -2.10701 -1.17977 -1.37128  0.236
H11 2.19863 2.12721 0.82447  0.329
S2 -2.93454 0.82560 0.02579  -0.331
H12 -0.33380 -3.09395 -1.32988  0.295

## Properties
Frontier orbital gap (eV): 9.013
Energy relative to the best compared isomer or geometry (same formula, charge and spin) (kcal per mole): 41.94
HOMO (eV): -8.59
E_tot (Eh): -1284.41346
SMILES: NNC(=S)NCCNC(=S)NN
Spin multiplicity: 1

Entry 3:
The following is a quantum chemistry calculation of 2 unconnected molecules or ions with the total composition C4H12NO in a non-equilibrium geometry, from the Open Molecules 2025 dataset.

Each line ends with the Mulliken charge.
CARTESIAN COORDINATES (ANGSTROEM)
H1 3.30549 1.47820 -1.80160  0.296
H2 2.67067 0.52927 -2.70942  0.319
O1 2.52415 1.00633 -1.89398  -0.625
C1 -0.59231 -1.23424 0.06765  -0.569
H3 -2.14774 -2.16126 1.42862  0.283
H4 0.11827 -1.91806 0.43302  0.342
H5 -2.19170 -2.68856 -0.35143  0.286
C2 -0.32432 0.11009 0.70100  0.442
H6 0.68426 1.28345 2.18667  0.278
H7 0.44227 1.22372 -0.88035  0.285
N1 -0.41304 1.26811 -0.33181  -0.205
H8 -0.09267 -1.35778 -1.04730  0.299
H9 -1.25786 1.32954 -0.88864  0.370
C3 0.22052 0.32779 1.88027  -0.905
H10 -0.49763 2.04821 0.45323  0.427
H11 0.66142 -0.39745 2.55658  0.307
C4 -2.00439 -1.75995 0.32728  -0.921
H12 -2.79367 -0.95880 0.23796  0.291

## Properties
Frontier orbital gap (eV): 11.465
Energy relative to the best compared isomer or geometry (same formula, charge and spin) (kcal per mole): 58.21
Net charge: +1
HOMO (eV): -14.82
E_tot (Eh): -289.28210
Spin multiplicity: 1

Entry 4:
The following is a quantum chemistry calculation of 2 unconnected molecules or ions with the total composition C4H12NO in a non-equilibrium geometry, from the Open Molecules 2025 dataset.

Each line ends with the Mulliken charge.
CARTESIAN COORDINATES (ANGSTROEM)
H1 0.71702 -0.51304 0.66686  0.448
C1 1.11986 1.07745 2.01499  -0.262
H2 1.64854 2.07472 2.15310  0.361
H3 3.23156 0.01843 1.81029  0.377
H4 -0.71363 1.57471 1.27205  0.287
O1 1.62051 -0.97222 0.89266  -0.355
H5 -2.34878 0.73183 -2.08569  0.220
N1 0.01102 0.90716 1.12344  -0.179
H6 -1.00016 -0.86710 -0.43072  -0.053
H7 -2.54319 -0.79262 -3.05444  0.334
H8 2.38669 0.69631 0.20420  0.289
H9 -0.91137 -2.04500 -1.76510  0.310
H10 -0.20360 -0.35342 -1.93510  0.340
C2 -2.29421 -0.46485 -2.09724  -0.947
H11 -3.09602 -0.95024 -1.50415  0.267
H12 1.12627 0.57194 3.04866  0.315
C3 2.27393 0.22817 1.25398  -0.357
C4 -1.02443 -0.92225 -1.56781  -0.396

## Properties
Frontier orbital gap (eV): 4.484
Energy relative to the best compared isomer or geometry (same formula, charge and spin) (kcal per mole): 188.76
Net charge: +1
HOMO (eV): -14.37
E_tot (Eh): -289.07405
Spin multiplicity: 1

Entry 5:
The following is a quantum chemistry calculation of 2 unconnected molecules or ions with the total composition C4H12NO in a non-equilibrium geometry, from the Open Molecules 2025 dataset.

Each line ends with the Mulliken charge.
CARTESIAN COORDINATES (ANGSTROEM)
C1 1.95059 -0.28604 0.16032  -0.357
C2 2.91939 0.71023 -0.48924  -1.232
H1 -4.21092 -0.67801 -1.96835  0.316
N1 -0.38821 -0.40188 1.05118  0.007
C3 -1.66643 -0.48985 0.93732  -0.094
H2 3.07902 1.52624 0.21536  0.347
H3 -2.31658 -0.27646 1.77588  0.270
O1 -4.05837 -0.27226 -1.10226  -0.637
H4 0.50353 1.30874 0.28959  0.340
H5 3.88177 0.21284 -0.60667  0.342
H6 -0.13542 -0.33877 2.03935  0.317
H7 1.96357 -1.23708 -0.37049  0.334
H8 -4.96141 -0.10298 -0.80147  0.319
H9 2.26774 -0.41251 1.19641  0.341
C4 0.52747 0.24474 0.08283  -0.594
H10 2.59298 1.11259 -1.44577  0.364
H11 -2.07938 -0.64262 -0.05961  0.282
H12 0.13067 0.02309 -0.90436  0.337

## Properties
Frontier orbital gap (eV): 10.069
Energy relative to the best compared isomer or geometry (same formula, charge and spin) (kcal per mole): 36.91
Net charge: +1
HOMO (eV): -15.32
E_tot (Eh): -289.31604
Spin multiplicity: 1

Entry 6:
The following is a quantum chemistry calculation of 2 unconnected molecules or ions with the total composition C4H12NO in a non-equilibrium geometry, from the Open Molecules 2025 dataset.

Each line ends with the Mulliken charge.
CARTESIAN COORDINATES (ANGSTROEM)
H1 -0.67523 -0.26627 -2.48979  0.356
H2 0.35423 2.92238 -1.71385  0.302
H3 1.40544 -1.90116 2.43890  0.321
C1 -0.16769 1.17071 -0.99702  -0.323
H4 0.09708 -1.56653 -0.47337  0.388
C2 -0.92793 -1.18818 -0.53932  -1.032
H5 0.87355 0.84154 -0.87501  0.285
H6 -1.22175 -0.81949 0.45534  0.105
H7 2.50537 0.12748 2.35313  0.305
H8 -1.59114 -2.00422 -0.80395  0.327
H9 -0.55678 1.49994 -0.01626  0.173
H10 -2.04647 0.29324 -1.64505  0.340
H11 0.91475 0.91248 1.70946  0.259
C3 -1.00465 0.01375 -1.48648  -0.420
O1 -0.28296 2.22890 -1.90654  -0.495
C4 1.46230 0.05190 2.06916  -0.045
N1 0.87103 -1.06595 2.20770  -0.050
H12 -0.00916 -1.25050 1.71295  0.205

## Properties
Frontier orbital gap (eV): 7.759
Energy relative to the best compared isomer or geometry (same formula, charge and spin) (kcal per mole): 51.85
Net charge: +1
HOMO (eV): -13.68
E_tot (Eh): -289.29223
Spin multiplicity: 1

Entry 7:
The following is a quantum chemistry calculation of 3 unconnected molecules or ions with the total composition C4H12NO in a non-equilibrium geometry, from the Open Molecules 2025 dataset.

Each line ends with the Mulliken charge.
CARTESIAN COORDINATES (ANGSTROEM)
H1 2.33880 -0.24220 -2.29462  0.197
H2 -1.63154 -0.47295 2.39459  0.341
C1 -1.70480 -0.85202 -0.27956  -0.714
H3 -2.00567 -1.79480 0.16916  0.351
C2 -1.19835 0.17544 0.44188  -0.152
H4 0.24549 -1.53685 -0.38087  0.312
N1 2.34732 0.05832 -3.25563  -0.609
C3 -1.01154 0.22096 1.81925  0.481
H5 -0.95231 1.06406 -0.13422  0.284
H6 -0.31847 2.23125 1.95133  0.365
H7 1.70796 -2.14541 -0.46992  0.317
H8 -1.46592 1.68544 3.19764  0.341
H9 -2.07733 -0.63738 -1.27456  0.290
H10 0.19922 1.15196 3.27205  0.349
H11 1.73207 0.83133 -3.45798  0.197
C4 -0.61199 1.39188 2.57649  -1.001
H12 3.28063 0.29967 -3.53217  0.226
O1 1.12643 -1.42872 -0.74286  -0.575

## Properties
Frontier orbital gap (eV): 4.262
Energy relative to the best compared isomer or geometry (same formula, charge and spin) (kcal per mole): 89.61
Net charge: +1
HOMO (eV): -11.88
E_tot (Eh): -289.23206
Spin multiplicity: 1

Entry 8:
The following is a quantum chemistry calculation of a molecular structure, C4H12NO in a non-equilibrium geometry, from the Open Molecules 2025 dataset.

Each line ends with the Mulliken charge.
CARTESIAN COORDINATES (ANGSTROEM)
H1 -2.26064 1.04775 0.39225  0.486
C1 2.20687 -0.05760 -0.24510  -0.604
H2 1.98240 -0.75358 0.53206  0.319
H3 2.43698 -0.58137 -1.19291  0.261
H4 -1.31781 -0.66564 1.68629  0.349
H5 0.39032 -0.68074 1.85438  0.402
C2 -1.24541 1.28558 0.30121  -1.083
H6 -0.56879 0.29258 -1.94722  0.336
O1 1.17008 0.88636 -0.13984  -0.247
H7 -0.54052 -1.85377 0.73274  0.342
H8 -1.77401 -0.64411 -1.20162  0.439
N1 -0.39579 0.08868 0.05127  0.137
H9 -0.01699 -1.41264 -1.41652  0.369
C3 -0.38780 -0.83542 1.18146  -0.809
H10 -0.80157 1.84723 1.07252  0.422
H11 -1.19040 1.95328 -0.48999  0.428
H12 2.97831 0.56605 0.08426  0.327
C4 -0.66524 -0.48262 -1.25523  -0.875

## Properties
Frontier orbital gap (eV): 10.444
Energy relative to the best compared isomer or geometry (same formula, charge and spin) (kcal per mole): 104.14
Net charge: +1
HOMO (eV): -15.67
E_tot (Eh): -289.20890
Spin multiplicity: 1

Entry 9:
The following is a quantum chemistry calculation of 2 unconnected molecules or ions with the total composition C4H12NO2 in a non-equilibrium geometry, from the Open Molecules 2025 dataset.

Each line ends with the Mulliken charge.
CARTESIAN COORDINATES (ANGSTROEM)
H1 0.83416 -1.57307 -1.70738  0.314
C1 -0.78166 0.38827 1.46273  -1.403
H2 -1.64188 0.99127 1.75569  0.355
H3 -1.10417 -0.61316 1.20589  0.321
C2 -1.06126 1.75488 -0.60979  -1.522
H4 0.67509 1.75798 0.66294  0.301
O1 -1.12014 -0.90733 -1.78584  -0.809
O2 2.18632 -0.95283 1.82240  -0.744
H5 1.19010 0.45157 -1.19747  0.236
H6 -1.94130 1.12839 -0.75942  0.325
H7 -1.42832 2.67385 -0.12696  0.433
H8 1.63688 -1.66897 2.16694  0.291
N1 0.72776 -0.01383 -0.42703  -0.491
C3 -0.04077 1.02943 0.28404  0.605
C4 -0.03949 -1.19014 -1.13710  -0.567
H9 -0.65443 1.91720 -1.60524  0.365
H10 -0.17688 -1.91796 -0.29040  0.203
H11 -0.11395 0.31635 2.32523  0.341
H12 1.72925 -0.69130 0.97599  0.446

## Properties
Frontier orbital gap (eV): 7.004
Energy relative to the best compared isomer or geometry (same formula, charge and spin) (kcal per mole): 11.36
Net charge: -1
HOMO (eV): -2.90
E_tot (Eh): -364.83739
Spin multiplicity: 1

Entry 10:
The following is a quantum chemistry calculation of a molecular structure, C4H12NO2 in a non-equilibrium geometry, from the Open Molecules 2025 dataset.

Each line ends with the Mulliken charge.
CARTESIAN COORDINATES (ANGSTROEM)
H1 1.58296 1.10936 -0.63645  0.336
H2 0.55214 -1.78391 -0.36629  0.372
H3 -0.25081 1.90726 0.45784  0.326
H4 -2.65381 -0.33342 -0.61800  0.372
H5 -1.45715 1.28146 1.56796  0.263
O1 -1.91463 1.08955 -0.37546  -0.865
C1 -0.22640 -0.21372 0.74637  -0.116
H6 1.41403 0.64924 1.85304  0.674
H7 0.84148 0.16139 1.49018  -1.018
H8 -0.31216 -0.47150 -1.28128  0.274
C2 1.83151 0.03676 -0.73322  -0.600
H9 2.91156 0.15209 0.82334  0.230
H10 -0.75360 -0.83472 1.44745  0.452
H11 -2.71218 -1.30657 -1.81627  0.266
C3 0.33089 -0.72694 -0.45387  -0.334
N1 2.87167 -0.43102 0.01184  -0.809
C4 -1.00018 1.11780 0.59334  -0.511
O2 -3.03383 -1.22168 -0.91994  -0.726
H12 1.97850 -0.18144 -1.79057  0.414

## Properties
Frontier orbital gap (eV): 5.982
Energy relative to the best compared isomer or geometry (same formula, charge and spin) (kcal per mole): 130.30
Net charge: -1
HOMO (eV): -3.45
E_tot (Eh): -364.64785
Spin multiplicity: 1

Among the records above, which one has the highest E_tot?
number 4

What is the spin multiplicity in the tenth record?
1